DFT (ωB97M-V/def2-TZVPD) results for 7 unconnected molecules or ions with the total composition C43H42FN8O12S.

Last column: Mulliken charge in e.
Element x y z (Å)
C -4.717503 0.896802 -0.153221  -1.155
C -3.104543 1.296528 0.027970  -0.002
F -2.387852 0.491493 -1.022976  -0.359
C -2.829526 2.897613 -0.193273  0.654
N -1.868422 3.255604 0.919258  -0.699
C -0.640667 2.635239 0.752695  0.327
S 0.762262 1.849350 0.109182  -0.008
C -4.246372 3.731350 -0.048787  -0.807
C -3.604212 5.259537 -0.267018  -0.568
C -2.381077 4.940486 -1.360370  -0.423
N -2.331350 3.407642 -1.532388  0.022
H -5.267026 1.264195 0.821292  0.307
H -5.172174 1.313492 -1.151200  0.276
H -4.723980 -0.296769 -0.158407  0.406
H -2.820993 0.900016 1.113195  0.411
H -4.796097 3.585798 -1.097655  0.298
H -4.925207 3.564271 0.889854  0.307
H -4.369005 6.063639 -0.655277  0.348
H -3.267731 5.495074 0.851016  0.305
H -1.443827 5.343332 -0.779797  0.202
H -2.457294 5.595848 -2.326889  0.476
H -2.989286 3.077222 -2.293047  0.472
H -1.396554 3.104712 -1.892866  0.247
C -0.332941 -3.403009 1.315957  -0.475
C -1.260156 -2.488010 0.814768  -0.523
C -2.497067 -2.329887 1.442813  -0.087
C -2.794545 -3.093442 2.580029  -0.360
C -1.868593 -4.018287 3.080764  -0.327
C -0.635981 -4.169659 2.442464  -0.119
N -4.082996 -2.913493 3.259725  0.988
O -4.882903 -2.099300 2.775017  -0.600
O -4.295455 -3.582525 4.281145  -0.571
H 0.632417 -3.518732 0.826167  0.437
H -1.017245 -1.895208 -0.064513  0.457
H -3.208773 -1.612580 1.039949  0.294
H -2.088359 -4.620909 3.959568  0.467
H 0.090744 -4.882790 2.825294  0.393
C 3.244791 2.494053 -3.460032  -0.432
C 3.639512 2.641961 -4.790617  -0.654
C 2.824109 3.331682 -5.689949  -0.260
C 1.612081 3.875660 -5.242904  -0.071
C 1.209747 3.722026 -3.909491  -0.515
C 2.032292 3.027779 -3.020048  0.643
N 0.762548 4.623714 -6.177344  1.006
O 1.144127 4.721480 -7.353160  -0.595
O -0.284963 5.118004 -5.736390  -0.612
H 3.886594 1.960304 -2.761174  0.387
H 4.585220 2.221869 -5.126344  0.384
H 3.145953 3.438365 -6.723578  0.450
H 0.269352 4.134804 -3.550301  0.543
H 1.730235 2.905764 -1.982204  -0.360
C -1.037787 3.967445 -9.172827  0.155
C -0.198253 3.118997 -9.896332  -0.342
C -0.573918 2.679825 -11.167314  -0.332
C -1.796040 3.102128 -11.708469  -0.105
C -2.644288 3.947687 -10.981168  -0.291
C -2.259094 4.378007 -9.709901  -0.629
N -2.184966 2.664423 -13.054435  0.954
O -1.416230 1.901433 -13.658252  -0.576
O -3.257121 3.085932 -13.511441  -0.579
H -0.737993 4.311762 -8.184509  0.173
H 0.751352 2.802169 -9.470394  0.382
H 0.091519 2.018889 -11.718415  0.426
H -3.597778 4.279160 -11.387036  0.429
H -2.909241 5.036953 -9.138635  0.371
C 4.143250 -6.849291 6.154921  -0.586
C 3.076327 -7.164312 5.311963  -0.791
C 2.824512 -6.385480 4.180856  -0.150
C 3.654072 -5.291160 3.899674  0.043
C 4.721181 -4.968056 4.748405  -0.447
C 4.961406 -5.752643 5.878177  -0.378
N 3.410047 -4.483813 2.698376  1.038
O 2.444700 -4.790225 1.982890  -0.627
O 4.185279 -3.545121 2.466186  -0.613
H 4.339070 -7.462877 7.032628  0.394
H 2.442229 -8.019688 5.535137  0.842
H 1.989145 -6.644151 3.533857  0.491
H 5.369865 -4.118637 4.544831  0.426
H 5.789154 -5.511804 6.541559  0.377
C 4.962705 5.812234 3.900268  -0.401
C 5.802239 4.963785 3.176763  -0.484
C 5.426574 4.524614 1.905780  -0.283
C 4.204452 4.946917 1.364626  0.067
C 3.356203 5.792475 2.091927  -0.242
C 3.741397 6.222796 3.363195  -0.482
N 3.815526 4.509211 0.018660  1.028
O 4.584262 3.746221 -0.585157  -0.570
O 2.743371 4.930721 -0.438346  -0.564
H 5.262498 6.156551 4.888587  0.375
H 6.751844 4.646957 3.602701  0.371
H 6.092011 3.863677 1.354680  0.429
H 2.402714 6.123948 1.686059  0.421
H 3.091251 6.881742 3.934460  0.367
C -3.348400 -7.948948 8.337004  -0.413
C -3.178479 -7.116647 7.229509  -0.454
C -2.002929 -7.181680 6.479012  0.022
C -1.001390 -8.091271 6.845529  -0.157
C -1.166123 -8.922577 7.961439  -0.299
C -2.344935 -8.846471 8.705938  -0.507
N 0.225923 -8.182336 6.045601  1.025
O 0.342150 -7.416760 5.077052  -0.543
O 1.073355 -9.021911 6.381774  -0.648
H -4.269105 -7.898582 8.915766  0.374
H -3.964476 -6.418682 6.949138  0.418
H -1.885835 -6.526361 5.618663  0.376
H -0.394915 -9.629559 8.260039  0.421
H -2.483594 -9.489727 9.572103  0.373

Forces on the atoms, in the same order (eV/Å):
1.306 -0.728 0.427
-2.139 -1.602 -1.294
-0.972 1.924 2.101
-1.486 -1.841 2.563
6.663 -3.200 -1.719
-2.593 0.864 -2.243
-4.876 2.753 2.903
1.261 1.707 -2.350
-0.748 -1.355 1.017
-0.032 3.231 1.870
-0.434 0.430 -1.052
0.906 -0.735 -2.178
0.840 -0.863 2.111
-0.144 2.728 -0.046
-0.030 1.148 -2.591
0.685 -0.296 2.611
1.664 0.259 -1.969
1.591 -1.800 0.776
-0.097 0.076 -2.867
-1.412 -1.439 -1.486
-0.036 -1.948 1.552
0.611 0.534 1.042
-0.547 -0.009 0.992
-0.039 0.015 -0.005
-0.168 -0.173 0.368
0.106 -0.037 0.075
0.802 -0.103 -0.396
-0.016 0.094 -0.089
-0.283 0.227 -0.088
-1.064 -0.008 0.729
1.040 -1.039 0.673
0.260 1.053 -1.570
-0.203 -0.026 0.171
-0.121 -0.104 0.161
0.025 -0.279 0.251
-0.134 0.274 -0.229
-0.174 0.163 -0.085
-0.030 -0.006 -0.125
-0.371 0.141 0.182
-0.106 0.064 0.061
0.551 -0.461 0.507
0.187 -0.183 0.041
0.009 0.032 -0.500
-0.296 0.545 -0.914
-0.441 -0.025 2.054
1.207 -0.626 -0.631
-0.139 0.165 -0.144
-0.233 0.116 0.028
-0.258 0.107 0.227
0.201 0.091 -0.317
0.157 0.210 -0.370
-0.212 -0.075 -0.012
-0.397 0.112 -0.180
-0.063 0.052 -0.005
0.291 0.316 0.925
0.045 -0.012 -0.025
0.264 -0.322 -0.280
-0.369 -0.460 -1.371
-1.152 1.138 0.918
1.569 -0.629 0.688
-0.227 -0.090 -0.468
-0.187 0.063 -0.130
-0.322 0.178 -0.045
0.301 -0.201 -0.103
0.105 -0.132 -0.166
-0.034 0.141 -0.217
0.466 0.269 -0.106
0.231 0.196 -0.079
0.116 -0.610 0.735
0.048 0.004 0.042
-0.272 0.003 -0.273
0.066 0.674 -0.749
1.268 0.516 0.818
-1.254 -1.311 0.204
-0.047 0.113 -0.181
0.629 0.435 -0.239
0.325 0.179 0.098
-0.275 -0.191 -0.120
-0.158 0.010 -0.184
-0.031 -0.046 -0.119
-0.348 0.098 -0.177
-0.036 0.025 -0.014
0.286 0.291 0.851
0.033 -0.011 0.024
0.200 -0.253 -0.250
-0.018 -0.394 -0.951
-1.290 1.073 0.803
1.273 -0.641 0.502
-0.068 -0.080 -0.217
-0.212 0.040 -0.149
-0.298 0.182 -0.020
0.308 -0.169 -0.070
0.113 -0.144 -0.170
0.134 -0.021 -0.064
0.302 -0.223 0.056
0.008 -0.058 0.048
-0.773 0.097 0.547
-0.003 0.014 -0.030
0.069 0.236 -0.336
0.477 -0.035 -0.476
-0.480 -1.271 1.296
-1.410 0.910 -0.447
0.204 -0.005 -0.124
0.213 -0.129 0.011
0.143 -0.277 0.193
-0.091 0.241 -0.245
0.089 0.121 -0.206

Results
- Charge: +1
- Energy: -95287.204 eV
- Strongest force on any atom: 7.6 eV Å⁻¹